Entry 1:
{"formula": "C4H9NO", "method": "ωB97M-V/def2-TZVPD", "smiles": "C/C=N/C=O.C", "max_force_ev_per_a": 0.48, "total_charge": 0, "relative_energy_ev": 1.601, "symbols": ["C", "C", "N", "C", "O", "H", "H", "H", "H", "H", "C", "H", "H", "H", "H"], "xyz": [[-0.3649, -0.4943, -1.7305], [-0.8616, -0.6678, -0.3327], [-0.1878, -1.2995, 0.5469], [-0.7873, -1.3912, 1.8230], [-1.9723, -1.4806, 2.0358], [-0.8268, -1.2514, -2.3754], [0.7198, -0.6178, -1.7720], [-0.6430, 0.4880, -2.1257], [-1.8297, -0.2198, -0.0733], [-0.0397, -1.4022, 2.6340], [1.3598, 1.6672, 0.2747], [0.6664, 1.9784, -0.5131], [2.3799, 1.9194, -0.0197], [1.1025, 2.1818, 1.2035], [1.2846, 0.5898, 0.4245]]}

Entry 2:
{"formula": "C4H8O3", "method": "ωB97M-V/def2-TZVPD", "smiles": "C[C@@H](O)[C@@H](O)C=O", "max_force_ev_per_a": 2.99, "total_charge": 0, "relative_energy_ev": 2.759, "symbols": ["C", "C", "O", "C", "O", "C", "O", "H", "H", "H", "H", "H", "H", "H", "H"], "xyz": [[-0.9262, 0.7985, -1.3027], [-0.7302, -0.4691, -0.4082], [0.1308, -1.4862, -0.8381], [-0.0585, 0.0292, 0.8469], [0.4325, -1.3205, 1.5547], [1.2620, 0.6972, 0.5617], [1.7430, 1.5071, 1.3151], [-1.4036, 0.4718, -2.2228], [-1.5941, 1.5495, -0.8370], [0.0013, 1.3243, -1.5708], [-1.7487, -0.8554, -0.2086], [0.4440, -1.8119, 0.1495], [-0.7251, 0.6588, 1.4580], [1.3783, -1.3814, 1.8231], [1.7946, 0.2881, -0.3209]]}